The following is a quantum chemistry calculation of a 2-piece molecular cluster, C9H14O overall, from the OMol25 dataset.

LUMO level, hartree: 0.033
Largest force on an atom, eV/Å: 1.59
HOMO energy, eV: -8.43
HOMO-LUMO gap, eV: 9.3265
Relative energy (zero: lowest compared OMol25 entry of this formula, charge and spin), kJ/mol: 91.1

Last column: Löwdin charge in e.
Element x y z (Å)
C1 1.52812 0.83600 -1.85792  -0.06
C2 0.88738 -0.27700 -1.05768  -0.30
C3 1.13314 -0.42678 0.30861  -0.06
C4 0.60893 -1.50992 0.99358  -0.02
C5 -0.04640 -2.51425 0.30547  -0.33
O1 -0.64892 -3.49876 1.06283  0.03
C6 -0.21899 -2.43683 -1.06602  -0.02
C7 0.15148 -1.25833 -1.72751  -0.05
H1 1.29163 1.83136 -1.46009  0.07
H2 2.60515 0.72232 -1.73390  0.08
H3 1.12318 0.89055 -2.85923  0.07
H4 1.62755 0.42614 0.76867  0.12
H5 0.73584 -1.56204 2.06425  0.12
H6 -0.68259 -4.31408 0.54409  0.10
H7 -0.50401 -3.27290 -1.69299  0.11
H8 -0.42444 -0.86143 -2.55951  0.12
C8 -0.82242 2.12068 1.94094  -0.16
C9 -1.42294 2.21086 0.54124  -0.16
H9 -0.17949 2.93991 2.24262  0.06
H10 -1.64143 2.00997 2.65163  0.06
H11 -0.25054 1.19617 2.02848  0.03
H12 -0.69397 1.96949 -0.22452  0.03
H13 -2.30329 1.57983 0.42503  0.07
H14 -1.85296 3.19907 0.36193  0.06

Atomic forces in eV per Å
C -0.769 0.682 1.213
C 0.076 -0.350 -0.300
C -0.236 0.329 -0.822
C 0.433 0.664 0.261
C -0.376 -0.365 0.148
O 0.600 -0.373 -0.263
C 0.454 0.487 -0.629
C -0.431 0.867 1.208
H 0.047 -0.119 0.305
H 0.038 0.042 -0.770
H 0.534 -0.412 -0.465
H 0.132 -0.469 0.422
H -0.153 -0.207 0.106
H -0.151 0.169 0.107
H -0.851 -0.054 0.358
H 0.718 -0.922 -0.927
C -0.507 -0.899 0.002
C -0.347 0.634 0.160
H -0.013 0.243 -0.160
H 0.102 0.273 0.250
H 0.086 0.039 0.043
H -0.035 0.051 -0.208
H 0.265 -0.506 0.072
H 0.385 0.197 -0.112

---

The following is a quantum chemistry calculation of a 2-piece molecular cluster, C9H14O overall, from the OMol25 dataset.

LUMO level, hartree: 0.032
Largest force on an atom, eV/Å: 2.72
HOMO energy, eV: -8.42
HOMO-LUMO gap, eV: 9.2903
Relative energy (zero: lowest compared OMol25 entry of this formula, charge and spin), kJ/mol: 94.2

Last column: Löwdin charge in e.
Element x y z (Å)
C1 -0.75477 -1.07923 2.07314  -0.06
C2 0.15660 0.04520 1.68636  -0.26
C3 0.31183 0.33308 0.31145  -0.03
C4 1.25446 1.22485 -0.21188  -0.01
C5 2.03965 1.85074 0.74159  -0.31
O1 2.92632 2.85282 0.31239  0.03
C6 2.00391 1.62078 2.10330  -0.02
C7 1.13703 0.62942 2.51317  -0.05
H1 -1.36799 -1.50206 1.27390  0.07
H2 -1.42181 -0.81169 2.88181  0.08
H3 -0.07707 -1.90779 2.30869  0.09
H4 -0.32708 -0.10504 -0.44365  0.07
H5 1.36984 1.60875 -1.20428  0.11
H6 3.04938 2.71800 -0.61180  0.07
H7 2.79131 1.98560 2.74540  0.12
H8 1.09408 0.34960 3.56211  0.11
C8 -2.34568 -0.84616 -2.10845  -0.16
C9 -1.21281 -1.58302 -2.87002  -0.17
H9 -2.48376 0.11969 -2.60777  0.07
H10 -3.34347 -1.26518 -2.26910  0.06
H11 -2.05329 -0.80404 -1.06627  0.02
H12 -0.69599 -0.90960 -3.54421  0.06
H13 -0.42082 -2.03555 -2.25687  0.06
H14 -1.62986 -2.48917 -3.31902  0.06

Atomic forces in eV per Å
C 0.499 -0.445 0.086
C 1.470 0.420 -2.250
C -0.275 0.285 -0.702
C -0.186 0.088 2.502
C 1.324 1.899 -0.784
O -0.488 -0.656 1.367
C 0.138 -1.319 -0.601
C -1.710 -0.251 0.984
H 0.062 0.585 -0.241
H 0.038 -0.194 0.418
H -0.403 -0.062 0.640
H -0.228 -0.297 0.315
H -0.398 -0.484 -0.678
H 0.256 0.076 -1.113
H -0.202 0.358 0.049
H 0.229 0.035 0.050
C 0.439 0.016 -1.081
C -0.327 -0.923 0.486
H 0.355 0.279 0.767
H 0.327 -0.576 0.436
H -0.666 0.480 0.156
H -0.146 -0.241 -0.488
H -0.250 0.514 0.433
H 0.139 0.412 -0.751

---

The following is a quantum chemistry calculation of a 2-piece molecular cluster, C9H14O overall, from the OMol25 dataset.

LUMO level, hartree: 0.031
Largest force on an atom, eV/Å: 3.83
HOMO energy, eV: -8.33
HOMO-LUMO gap, eV: 9.1899
Relative energy (zero: lowest compared OMol25 entry of this formula, charge and spin), kJ/mol: 121.9

Last column: Löwdin charge in e.
Element x y z (Å)
C1 -2.71164 -0.97075 0.53751  -0.07
C2 -1.42559 -0.45849 -0.09845  -0.31
C3 -1.25133 0.94795 -0.02319  -0.03
C4 -0.26303 1.47904 -0.88139  -0.02
C5 0.72810 0.64976 -1.43943  -0.34
O1 1.76375 1.16835 -2.14983  0.05
C6 0.66740 -0.71768 -1.26869  -0.01
C7 -0.51098 -1.26363 -0.71150  -0.06
H1 -3.17122 -0.16705 1.11463  0.06
H2 -2.53424 -1.90096 1.14217  0.08
H3 -3.53626 -1.30326 -0.13434  0.08
H4 -1.93607 1.60003 0.45971  0.10
H5 -0.41864 2.53129 -0.93981  0.10
H6 1.85380 2.12298 -2.14315  0.11
H7 1.50025 -1.39235 -1.34311  0.12
H8 -0.56777 -2.33853 -0.81617  0.12
C8 0.77197 -0.89513 2.68308  -0.16
C9 1.75418 0.13770 2.07417  -0.16
H9 0.41685 -0.43547 3.67226  0.08
H10 -0.07736 -1.24515 2.00502  0.05
H11 1.26893 -1.82507 3.06515  0.06
H12 2.53724 -0.47021 1.53266  0.08
H13 2.34485 0.53826 2.86637  0.04
H14 1.40185 0.93129 1.43467  0.04

Atomic forces in eV per Å
C -0.280 -1.363 0.109
C -2.297 0.869 1.119
C 1.805 -1.891 -2.802
C -1.156 -0.933 1.712
C -0.335 1.270 0.138
O 0.810 -0.480 -0.459
C -1.111 -0.097 1.025
C 1.632 0.303 -0.709
H 0.173 -0.283 0.380
H -0.079 1.031 -0.093
H 0.832 0.378 -0.220
H -0.533 0.266 0.375
H 1.086 0.869 -0.660
H -0.464 0.077 0.346
H 0.323 0.112 -0.940
H -0.469 -0.092 0.539
C -0.951 0.178 1.237
C 1.333 -2.631 -0.518
H -0.322 -0.650 -1.524
H 1.123 0.808 1.065
H 0.000 0.791 -0.695
H -0.814 0.815 -0.090
H 0.226 0.685 0.736
H -0.530 -0.032 -0.073

---

The following is a quantum chemistry calculation of a 2-piece molecular cluster, C9H14O overall, from the OMol25 dataset.

LUMO level, hartree: 0.031
Largest force on an atom, eV/Å: 3.17
HOMO energy, eV: -8.64
HOMO-LUMO gap, eV: 9.4806
Relative energy (zero: lowest compared OMol25 entry of this formula, charge and spin), kJ/mol: 111.4

Last column: Löwdin charge in e.
Element x y z (Å)
C1 -2.95947 -1.47688 -0.18844  -0.07
C2 -1.99309 -0.34571 -0.02514  -0.28
C3 -1.11590 -0.05243 -1.01834  -0.02
C4 -0.06843 0.90355 -0.73934  -0.04
C5 -0.06508 1.57359 0.43517  -0.35
O1 0.94937 2.44566 0.79430  0.03
C6 -1.11429 1.42066 1.36125  -0.02
C7 -2.04260 0.45958 1.15889  -0.03
H1 -3.04907 -1.70118 -1.24964  0.07
H2 -3.98691 -1.27462 0.17408  0.08
H3 -2.85278 -2.39440 0.38120  0.07
H4 -1.07660 -0.46231 -2.00761  0.11
H5 0.69131 1.18154 -1.45918  0.11
H6 1.21910 3.01410 0.07247  0.10
H7 -1.25282 2.21216 2.09134  0.12
H8 -2.85068 0.45677 1.88411  0.12
C8 2.47019 -1.03844 0.45019  -0.15
C9 3.02189 -0.45047 -0.85357  -0.16
H9 1.90320 -1.96241 0.29835  0.06
H10 3.15883 -1.42063 1.21405  0.06
H11 1.81149 -0.26390 0.83892  0.04
H12 2.71417 0.58456 -1.02458  0.04
H13 2.39625 -0.82420 -1.64909  0.05
H14 4.09192 -0.58461 -0.93940  0.06

Atomic forces in eV per Å
C -1.786 0.035 -0.199
C -1.301 -0.580 1.464
C 2.492 1.892 0.498
C -1.134 -0.678 -0.885
C 0.131 0.761 0.895
O -0.321 -0.033 0.322
C 0.719 1.023 -0.418
C -0.133 -0.359 -0.693
H -0.035 -0.355 0.018
H 0.304 0.751 -0.391
H 1.227 -0.208 -0.015
H -0.390 -0.678 -0.132
H -0.088 -0.335 -0.216
H 0.017 -0.083 -0.341
H 0.284 -0.411 0.337
H -0.147 -0.651 -0.312
C -0.416 -0.206 0.269
C -0.775 0.033 0.216
H -0.371 0.329 -0.433
H 0.425 0.919 -0.214
H -0.074 -0.463 0.657
H 0.772 0.385 0.895
H 0.572 -1.058 -0.722
H 0.030 -0.028 -0.601

---

The following is a quantum chemistry calculation of a 2-piece molecular cluster, C9H14O overall, from the OMol25 dataset.

LUMO level, hartree: 0.032
Largest force on an atom, eV/Å: 2.84
HOMO energy, eV: -8.40
HOMO-LUMO gap, eV: 9.2738
Relative energy (zero: lowest compared OMol25 entry of this formula, charge and spin), kJ/mol: 96.8

Last column: Löwdin charge in e.
Element x y z (Å)
C1 2.14132 -0.32729 -1.74447  -0.05
C2 1.77461 0.28441 -0.39462  -0.29
C3 2.74212 0.16510 0.65155  -0.04
C4 2.48331 0.68059 1.89542  -0.02
C5 1.18244 1.21824 2.17351  -0.32
O1 0.84015 1.42121 3.48369  0.04
C6 0.26183 1.29851 1.17537  -0.02
C7 0.56486 0.80551 -0.10413  -0.07
H1 2.33159 0.39041 -2.52879  0.07
H2 1.26973 -0.93929 -2.03014  0.08
H3 2.90910 -1.06306 -1.52999  0.07
H4 3.68106 -0.35571 0.54536  0.11
H5 3.15897 0.71091 2.73151  0.10
H6 1.60737 1.26432 4.04917  0.10
H7 -0.76891 1.53814 1.42395  0.12
H8 -0.08253 0.96787 -0.96179  0.11
C8 -3.66411 -1.73973 -1.12110  -0.14
C9 -2.94716 -0.37144 -1.15159  -0.18
H9 -3.73574 -2.08476 -2.13685  0.05
H10 -2.96643 -2.45978 -0.68591  0.06
H11 -4.53783 -1.67699 -0.49125  0.06
H12 -2.13022 -0.25088 -0.43254  0.04
H13 -2.62130 0.04647 -2.10214  0.06
H14 -3.49422 0.47722 -0.71423  0.06

Atomic forces in eV per Å
C -1.597 -0.675 1.182
C 2.556 -1.221 0.227
C -0.532 0.467 0.117
C -1.837 0.841 0.057
C 1.716 -1.326 0.356
O -0.213 0.567 -0.095
C -1.174 -0.399 -0.225
C -0.388 1.390 -0.217
H 0.443 0.060 -0.124
H 0.228 0.270 -0.312
H 0.540 0.246 -0.585
H 0.162 0.049 -0.534
H 0.559 -0.432 0.008
H -0.151 0.044 -0.198
H 0.182 0.336 -0.066
H -0.474 -0.201 0.405
C 2.016 0.813 0.232
C 0.048 1.530 1.272
H -1.053 -0.161 -0.331
H -0.190 -0.023 0.265
H -0.507 -0.334 -0.400
H 0.520 -0.870 -0.388
H 0.101 -0.586 -0.245
H -0.955 -0.383 -0.401

---

The following is a quantum chemistry calculation of a 2-piece molecular cluster, C9H14O overall, from the OMol25 dataset.

LUMO level, hartree: 0.032
Largest force on an atom, eV/Å: 1.90
HOMO energy, eV: -8.36
HOMO-LUMO gap, eV: 9.2156
Relative energy (zero: lowest compared OMol25 entry of this formula, charge and spin), kJ/mol: 51.9

Last column: Löwdin charge in e.
Element x y z (Å)
C1 -0.96257 2.14377 1.54008  -0.06
C2 -0.46782 1.45875 0.29085  -0.30
C3 -1.27885 0.50684 -0.33309  -0.06
C4 -0.87624 0.02440 -1.56524  -0.02
C5 0.30311 0.47333 -2.15391  -0.33
O1 0.66253 -0.14258 -3.32834  0.04
C6 1.12830 1.37374 -1.49136  -0.02
C7 0.79830 1.77593 -0.20737  -0.05
H1 -0.35836 2.99910 1.83230  0.07
H2 -1.10323 1.48836 2.40204  0.08
H3 -1.94168 2.57433 1.29069  0.08
H4 -2.16064 0.23665 0.22232  0.11
H5 -1.46441 -0.63013 -2.19949  0.12
H6 1.24546 0.41800 -3.84802  0.10
H7 2.01281 1.70905 -2.01205  0.11
H8 1.39579 2.41937 0.42302  0.11
C8 -0.26662 -2.64561 0.82609  -0.16
C9 1.01833 -2.05711 1.41724  -0.16
H9 -1.07730 -1.91500 0.84806  0.04
H10 0.00556 -3.07872 -0.11519  0.06
H11 -0.71624 -3.37109 1.51610  0.06
H12 1.29209 -1.14510 0.89350  0.05
H13 1.85678 -2.74372 1.26880  0.06
H14 0.95490 -1.87256 2.48300  0.06

Atomic forces in eV per Å
C -0.649 0.194 -0.181
C 0.528 -0.339 0.891
C 0.994 0.963 -0.091
C -0.257 -0.117 -0.592
C 0.018 -0.260 0.547
O -0.261 0.255 -0.213
C 0.267 -0.422 -0.195
C -1.280 0.376 -0.272
H 0.292 -0.125 0.028
H 0.099 -0.062 -0.069
H 0.041 -0.112 0.248
H -0.456 -0.292 -0.456
H -0.107 -0.236 0.408
H 0.107 0.059 0.099
H 0.354 0.007 0.220
H 0.315 0.170 -0.393
C -0.100 0.261 1.876
C 0.124 -0.297 -0.261
H 0.289 0.244 -0.900
H -0.660 -0.147 -0.683
H 0.563 -0.541 -0.315
H -0.029 0.251 0.065
H -0.088 -0.053 0.062
H -0.104 0.224 0.177

---

Repeat the sixth record exactly.
The following is a quantum chemistry calculation of a 2-piece molecular cluster, C9H14O overall, from the OMol25 dataset.

LUMO level, hartree: 0.032
Largest force on an atom, eV/Å: 1.90
HOMO energy, eV: -8.36
HOMO-LUMO gap, eV: 9.2156
Relative energy (zero: lowest compared OMol25 entry of this formula, charge and spin), kJ/mol: 51.9

Last column: Löwdin charge in e.
Element x y z (Å)
C1 -0.96257 2.14377 1.54008  -0.06
C2 -0.46782 1.45875 0.29085  -0.30
C3 -1.27885 0.50684 -0.33309  -0.06
C4 -0.87624 0.02440 -1.56524  -0.02
C5 0.30311 0.47333 -2.15391  -0.33
O1 0.66253 -0.14258 -3.32834  0.04
C6 1.12830 1.37374 -1.49136  -0.02
C7 0.79830 1.77593 -0.20737  -0.05
H1 -0.35836 2.99910 1.83230  0.07
H2 -1.10323 1.48836 2.40204  0.08
H3 -1.94168 2.57433 1.29069  0.08
H4 -2.16064 0.23665 0.22232  0.11
H5 -1.46441 -0.63013 -2.19949  0.12
H6 1.24546 0.41800 -3.84802  0.10
H7 2.01281 1.70905 -2.01205  0.11
H8 1.39579 2.41937 0.42302  0.11
C8 -0.26662 -2.64561 0.82609  -0.16
C9 1.01833 -2.05711 1.41724  -0.16
H9 -1.07730 -1.91500 0.84806  0.04
H10 0.00556 -3.07872 -0.11519  0.06
H11 -0.71624 -3.37109 1.51610  0.06
H12 1.29209 -1.14510 0.89350  0.05
H13 1.85678 -2.74372 1.26880  0.06
H14 0.95490 -1.87256 2.48300  0.06

Atomic forces in eV per Å
C -0.649 0.194 -0.181
C 0.528 -0.339 0.891
C 0.994 0.963 -0.091
C -0.257 -0.117 -0.592
C 0.018 -0.260 0.547
O -0.261 0.255 -0.213
C 0.267 -0.422 -0.195
C -1.280 0.376 -0.272
H 0.292 -0.125 0.028
H 0.099 -0.062 -0.069
H 0.041 -0.112 0.248
H -0.456 -0.292 -0.456
H -0.107 -0.236 0.408
H 0.107 0.059 0.099
H 0.354 0.007 0.220
H 0.315 0.170 -0.393
C -0.100 0.261 1.876
C 0.124 -0.297 -0.261
H 0.289 0.244 -0.900
H -0.660 -0.147 -0.683
H 0.563 -0.541 -0.315
H -0.029 0.251 0.065
H -0.088 -0.053 0.062
H -0.104 0.224 0.177

---

> Which value of HOMO-LUMO gap does entry 4 give?

9.4806 eV

---

What did the sixth record say?
The following is a quantum chemistry calculation of a 2-piece molecular cluster, C9H14O overall, from the OMol25 dataset.

LUMO level, hartree: 0.032
Largest force on an atom, eV/Å: 1.90
HOMO energy, eV: -8.36
HOMO-LUMO gap, eV: 9.2156
Relative energy (zero: lowest compared OMol25 entry of this formula, charge and spin), kJ/mol: 51.9

Last column: Löwdin charge in e.
Element x y z (Å)
C1 -0.96257 2.14377 1.54008  -0.06
C2 -0.46782 1.45875 0.29085  -0.30
C3 -1.27885 0.50684 -0.33309  -0.06
C4 -0.87624 0.02440 -1.56524  -0.02
C5 0.30311 0.47333 -2.15391  -0.33
O1 0.66253 -0.14258 -3.32834  0.04
C6 1.12830 1.37374 -1.49136  -0.02
C7 0.79830 1.77593 -0.20737  -0.05
H1 -0.35836 2.99910 1.83230  0.07
H2 -1.10323 1.48836 2.40204  0.08
H3 -1.94168 2.57433 1.29069  0.08
H4 -2.16064 0.23665 0.22232  0.11
H5 -1.46441 -0.63013 -2.19949  0.12
H6 1.24546 0.41800 -3.84802  0.10
H7 2.01281 1.70905 -2.01205  0.11
H8 1.39579 2.41937 0.42302  0.11
C8 -0.26662 -2.64561 0.82609  -0.16
C9 1.01833 -2.05711 1.41724  -0.16
H9 -1.07730 -1.91500 0.84806  0.04
H10 0.00556 -3.07872 -0.11519  0.06
H11 -0.71624 -3.37109 1.51610  0.06
H12 1.29209 -1.14510 0.89350  0.05
H13 1.85678 -2.74372 1.26880  0.06
H14 0.95490 -1.87256 2.48300  0.06

Atomic forces in eV per Å
C -0.649 0.194 -0.181
C 0.528 -0.339 0.891
C 0.994 0.963 -0.091
C -0.257 -0.117 -0.592
C 0.018 -0.260 0.547
O -0.261 0.255 -0.213
C 0.267 -0.422 -0.195
C -1.280 0.376 -0.272
H 0.292 -0.125 0.028
H 0.099 -0.062 -0.069
H 0.041 -0.112 0.248
H -0.456 -0.292 -0.456
H -0.107 -0.236 0.408
H 0.107 0.059 0.099
H 0.354 0.007 0.220
H 0.315 0.170 -0.393
C -0.100 0.261 1.876
C 0.124 -0.297 -0.261
H 0.289 0.244 -0.900
H -0.660 -0.147 -0.683
H 0.563 -0.541 -0.315
H -0.029 0.251 0.065
H -0.088 -0.053 0.062
H -0.104 0.224 0.177